[1]
Density functional theory data (ωB97M-V with the def2-TZVPD basis set) for 2 unconnected molecules or ions with the total composition C9H14.

- calculated total energy (Ha) = -351.30763
- structure (SMILES) = Cc1ccccc1.CC
- HOMO energy (eV) = -8.99
- relative energy (zero: lowest compared OMol25 entry of this formula, charge and spin) (eV) = 0.6140

```
! RIJCOSX wB97M-V def2-TZVPD def2/J DEFGRID3
* xyz 0 1
C -0.25670 1.51122 -1.88064
C 1.50867 0.22986 1.23748
C 0.96707 0.27804 -0.04197
C 1.24450 1.25062 2.11979
C 0.17375 1.33168 -0.44314
C 0.40202 2.31474 1.74705
C -0.12457 2.35114 0.47905
H 2.17230 -0.57907 1.51720
H 1.17353 -0.50784 -0.75475
H 1.79644 1.33761 3.04391
H 0.24307 3.02050 2.55601
H -0.45070 2.56381 -2.07405
H -1.22309 1.03131 -2.00439
H -0.67848 3.23764 0.20847
H 0.44526 1.17076 -2.64324
C -1.23576 -2.57689 0.34115
C -0.57613 -2.49726 -1.03957
H -0.84257 -3.42674 0.89329
H -1.29474 -1.60150 0.82775
H -2.29566 -2.74374 0.16542
H -0.72949 -1.53223 -1.51922
H -0.89788 -3.36377 -1.63484
H 0.47915 -2.79988 -1.10075
*
```

=====

[2]
Density functional theory data (ωB97M-V with the def2-TZVPD basis set) for 2 unconnected molecules or ions with the total composition C9H14.

- calculated total energy (Ha) = -351.24570
- structure (SMILES) = Cc1ccccc1.CC
- HOMO energy (eV) = -9.15
- relative energy (zero: lowest compared OMol25 entry of this formula, charge and spin) (eV) = 2.2991

```
! RIJCOSX wB97M-V def2-TZVPD def2/J DEFGRID3
* xyz 0 1
C 2.30818 -0.07116 -1.23024
C 0.81457 -0.26594 -1.36214
C 0.03836 1.03266 -1.22943
C 0.24746 -1.41017 -1.63394
C -1.26654 0.93225 -1.65682
C -1.23815 -1.52465 -1.94167
C -1.86361 -0.35405 -1.83614
H 2.59093 1.02627 -1.23277
H 2.81993 -0.46980 -2.18236
H 0.55289 1.92663 -0.96087
H 0.95135 -2.16638 -1.74155
H -1.80178 1.79653 -1.83405
H -1.77041 -2.40295 -2.27018
H -2.91825 -0.49630 -2.16439
H 2.76158 -0.30370 -0.35061
C -0.63982 0.50423 3.68930
C 0.04668 0.18840 2.32051
H 0.05938 1.18387 4.19264
H -1.55483 1.02540 3.43914
H -0.82492 -0.45031 4.28469
H -0.78620 -0.00711 1.49922
H 0.62534 0.88775 1.80200
H 0.84786 -0.58149 2.39967
*
```

=====

[3]
Density functional theory data (ωB97M-V with the def2-TZVPD basis set) for 2 unconnected molecules or ions with the total composition C9H14.

- calculated total energy (Ha) = -351.25586
- structure (SMILES) = Cc1ccccc1.CC
- HOMO energy (eV) = -8.79
- relative energy (zero: lowest compared OMol25 entry of this formula, charge and spin) (eV) = 2.0225

```
! RIJCOSX wB97M-V def2-TZVPD def2/J DEFGRID3
* xyz 0 1
C 0.06877 2.69912 1.84499
C -1.55693 -0.98222 0.57237
C -0.09936 -0.89543 0.53200
C -2.39447 -0.02847 1.17645
C 0.47633 0.36771 0.94618
C -1.78557 1.04314 1.62981
C -0.43267 1.29401 1.55324
H -1.93550 -1.87910 0.20371
H 0.34767 -1.67040 0.03615
H -3.30180 -0.35564 1.55974
H 1.55537 0.53124 0.68491
H -2.47586 1.77423 1.93842
H 1.17311 2.80492 1.89430
H -0.40451 3.02081 2.79527
H -0.31057 3.24625 1.01605
C 1.19507 -2.09233 -2.31524
C 1.57656 -0.61723 -2.25089
H 0.15034 -2.23916 -2.47985
H 1.83565 -2.31244 -3.23315
H 1.40204 -2.79186 -1.52065
H 1.03473 -0.27635 -1.35412
H 1.23232 -0.11559 -3.17416
H 2.64927 -0.52520 -2.05553
*
```

=====

[4]
Density functional theory data (ωB97M-V with the def2-TZVPD basis set) for 2 unconnected molecules or ions with the total composition C9H14.

- calculated total energy (Ha) = -351.28134
- structure (SMILES) = Cc1ccccc1.CC
- HOMO energy (eV) = -9.02
- relative energy (zero: lowest compared OMol25 entry of this formula, charge and spin) (eV) = 1.3294

```
! RIJCOSX wB97M-V def2-TZVPD def2/J DEFGRID3
* xyz 0 1
C -0.44864 0.86144 -2.64349
C -0.26401 -0.49821 -3.30327
H -0.18109 0.90875 -1.59185
H 0.04052 1.73560 -3.00004
H -1.50128 1.06862 -2.55787
H -1.21943 -0.90723 -3.60590
H 0.42419 -0.26731 -4.14778
H 0.32634 -1.14576 -2.66630
C 1.71871 -1.49058 -0.19111
C -1.46642 -0.24200 1.75656
C -0.53280 -1.02103 1.03873
C -1.11641 1.05288 2.00671
C 0.66489 -0.67257 0.49152
C 0.18468 1.53423 1.56465
C 1.01196 0.66116 0.91395
H -2.28463 -0.79537 2.18222
H -0.69654 -2.09667 1.17062
H -1.76229 1.66615 2.61839
H 0.56623 2.49531 1.88027
H 2.55670 -1.71292 0.50708
H 2.01657 -0.83227 -1.02959
H 2.06319 1.00673 0.88005
H 1.42106 -2.52794 -0.54740
*
```

=====

Which formula does entry 1 have?
C9H14

=====

Which value of relative energy (zero: lowest compared OMol25 entry of this formula, charge and spin) does entry 3 give?
2.0225 eV